P.
Below is C4H7N in the gas phase, with properties calculated with ωB97M-V/def2-TZVPD.

Positions of all 12 atoms, in Å:
1 C -0.624 0.060 -1.959
2 N 0.341 -0.162 -1.187
3 C 0.204 0.058 0.195
4 C -0.218 1.196 0.758
5 C 0.812 -1.015 1.085
6 H -0.791 -0.395 -2.934
7 H -1.443 0.750 -1.740
8 H -0.463 2.041 0.121
9 H -0.599 1.214 1.766
10 H 0.589 -0.741 2.110
11 H 0.300 -1.928 0.783
12 H 1.893 -1.077 1.002

Results
- LUMO level (eV) = 0.8
- orbital gap (eV) = 9.87
- total charge = 0
- HOMO energy (Eh) = -0.334

Q.
Below is 3 unconnected molecules or ions with the total composition C4H7N, with properties calculated with ωB97M-V/def2-TZVPD.

Positions of all 12 atoms, in Å:
1 H -1.083 1.645 1.127
2 H -1.710 2.018 1.181
3 C 0.509 -0.900 1.232
4 C -0.390 -0.672 0.463
5 C -1.304 -0.689 -0.623
6 H 1.212 -0.872 2.056
7 H -1.025 -1.425 -1.361
8 H -2.195 -1.192 -0.285
9 H -1.338 0.282 -1.036
10 C 2.446 0.672 -0.910
11 N 1.457 0.410 -1.392
12 H 3.422 0.723 -0.453

Results
- LUMO level (eV) = 1.1
- orbital gap (eV) = 10.58
- total charge = 0
- HOMO energy (Eh) = -0.350

Which of them is the most stable, and which is the least stable? P and Q, in that order.

P.
Below is C4H7N in the gas phase, with properties calculated with ωB97M-V/def2-TZVPD.

Positions of all 12 atoms, in Å:
1 C -1.871 -0.427 0.036
2 C -0.899 0.320 -0.681
3 C 0.643 0.209 -0.587
4 C 1.283 -0.442 0.602
5 N 1.577 0.878 0.466
6 H -1.599 -1.162 0.865
7 H -2.882 -0.400 -0.592
8 H -1.287 1.072 -1.272
9 H 1.189 0.354 -1.632
10 H 0.823 -0.667 1.529
11 H 2.059 -1.043 -0.030
12 H 0.964 1.308 1.295

Results
- LUMO level (eV) = 1.1
- orbital gap (eV) = 9.79
- total charge = 0
- HOMO energy (Eh) = -0.321

Q.
Below is a molecular structure, C4H7N, with properties calculated with ωB97M-V/def2-TZVPD.

Positions of all 12 atoms, in Å:
1 C 1.345 -0.629 0.269
2 C 0.496 0.118 -0.684
3 C -1.568 -0.220 0.167
4 C 0.492 1.522 -0.650
5 N 0.536 2.684 -0.733
6 H 1.135 -1.704 0.265
7 H 2.366 -0.495 -0.119
8 H 1.337 -0.250 1.300
9 H -0.650 -0.342 -0.876
10 H -1.920 -1.257 0.188
11 H -1.275 0.116 1.159
12 H -2.295 0.457 -0.286

Results
- LUMO level (eV) = -0.4
- orbital gap (eV) = 8.20
- total charge = 0
- HOMO energy (Eh) = -0.317

R.
Below is C4H7N in the gas phase, with properties calculated with ωB97M-V/def2-TZVPD.

Positions of all 12 atoms, in Å:
1 C 1.826 -1.439 0.639
2 C 1.082 -0.387 0.610
3 C -0.068 0.526 0.311
4 C -1.171 -0.641 -0.112
5 N 0.023 1.484 -0.868
6 H 2.817 -2.002 0.699
7 H -0.257 1.089 1.132
8 H -1.067 -1.226 -1.058
9 H -2.287 -0.268 -0.344
10 H -1.237 -1.434 0.836
11 H -0.556 2.136 -0.885
12 H 0.898 2.163 -0.959

Results
- LUMO level (eV) = 1.0
- orbital gap (eV) = 10.43
- total charge = 0
- HOMO energy (Eh) = -0.347

S.
Below is C4H7N in the gas phase, with properties calculated with ωB97M-V/def2-TZVPD.

Positions of all 12 atoms, in Å:
1 C -1.445 0.295 0.105
2 C -0.056 0.341 -0.503
3 C 0.826 -0.913 -0.126
4 C 1.725 -0.061 0.644
5 N 2.206 0.876 1.129
6 H -1.932 1.261 -0.044
7 H -2.088 -0.486 -0.314
8 H -1.376 0.130 1.188
9 H -0.038 0.493 -1.586
10 H 0.536 1.176 -0.014
11 H 0.320 -1.680 0.483
12 H 1.322 -1.431 -0.962

Results
- LUMO level (eV) = 0.9
- orbital gap (eV) = 11.49
- total charge = 0
- HOMO energy (Eh) = -0.388

Which of them is the most stable, and which is the least stable? S and R, in that order.

P.
Below is 3 unconnected molecules or ions with the total composition H7O3, with properties calculated with ωB97M-V/def2-TZVPD.

Positions of all 10 atoms, in Å:
1 O -1.174 1.176 1.958
2 H -1.511 0.848 2.809
3 H -0.271 1.532 2.081
4 O 1.429 -0.434 -1.758
5 H 1.355 0.168 -2.617
6 H 1.789 -1.366 -1.932
7 O -0.347 -0.529 -0.085
8 H 0.604 -0.390 -0.623
9 H -1.090 -1.043 -0.437
10 H -0.784 0.040 0.605

Results
- LUMO level (eV) = -3.9
- orbital gap (eV) = 12.73
- total charge = +1
- HOMO energy (Eh) = -0.611

Q.
Below is 3 unconnected molecules or ions with the total composition H7O3, with properties calculated with ωB97M-V/def2-TZVPD.

Positions of all 10 atoms, in Å:
1 O -0.509 0.404 -2.241
2 H -0.647 -0.033 -3.072
3 H -0.789 1.316 -2.388
4 O 0.321 -0.061 2.391
5 H 0.263 0.885 2.526
6 H 0.187 -0.464 3.253
7 O 0.376 -0.486 -0.095
8 H 0.315 -0.509 0.915
9 H 0.665 0.132 -0.808
10 H -0.182 -1.183 -0.482

Results
- LUMO level (eV) = -3.7
- orbital gap (eV) = 13.19
- total charge = +1
- HOMO energy (Eh) = -0.621

Which of them is the most stable, and which is the least stable? Q and P, in that order.

P.
Below is a gas-phase ion, C4H8NO2 (charge -1), with properties calculated with ωB97M-V/def2-TZVPD.

Positions of all 15 atoms, in Å:
1 C 1.409 -0.426 -0.237
2 C -0.105 -0.402 0.123
3 C -0.670 0.983 -0.108
4 N -0.247 -1.139 1.369
5 O -0.878 -2.292 0.835
6 C -0.799 -1.760 -0.645
7 O -0.160 -2.392 -1.488
8 H 1.652 -0.852 -1.301
9 H 2.031 -0.967 0.600
10 H 1.665 0.697 -0.157
11 H -0.630 1.636 0.837
12 H -1.722 0.893 -0.332
13 H -0.389 1.537 -1.058
14 H -0.830 -0.674 2.046
15 H -2.040 -1.522 -0.878

Results
- LUMO level (eV) = 4.1
- orbital gap (eV) = 6.88
- total charge = -1
- HOMO energy (Eh) = -0.103

Q.
Below is a molecular structure, C4H8NO2, with properties calculated with ωB97M-V/def2-TZVPD.

Positions of all 15 atoms, in Å:
1 C -0.956 -1.395 0.451
2 C 0.563 -1.121 0.277
3 N 0.919 -0.567 -1.041
4 C 0.975 0.928 -0.917
5 C -0.312 1.589 -0.229
6 O -0.206 2.058 1.107
7 O -1.245 1.684 -1.094
8 H -0.961 -2.457 0.147
9 H -1.489 -0.610 -0.243
10 H -1.414 -1.147 1.483
11 H 1.117 -2.042 0.586
12 H 0.762 -0.406 1.171
13 H -0.443 0.902 0.761
14 H 0.810 1.220 -2.018
15 H 1.877 1.362 -0.442

Results
- LUMO level (eV) = 3.7
- orbital gap (eV) = 5.59
- total charge = -1
- HOMO energy (Eh) = -0.070

Which of them is the most stable, and which is the least stable? P and Q, in that order.

P.
Below is C5H10N2O in the gas phase, with properties calculated with ωB97M-V/def2-TZVPD.

Positions of all 18 atoms, in Å:
1 H -0.194 3.174 -0.411
2 N -0.592 3.198 0.521
3 C -0.474 2.125 1.174
4 N 0.106 0.958 0.751
5 C -0.453 -0.321 1.148
6 C -0.575 -1.310 -0.017
7 C 0.727 -1.585 -0.791
8 C 0.890 -0.610 -1.915
9 O 1.718 0.264 -1.927
10 H -0.839 2.082 2.198
11 H 0.736 0.901 -0.031
12 H -1.459 -0.190 1.535
13 H 0.186 -0.736 1.937
14 H -1.033 -2.187 0.375
15 H -1.341 -0.871 -0.671
16 H 0.838 -2.646 -1.021
17 H 1.537 -1.498 -0.068
18 H 0.221 -0.747 -2.788

Results
- LUMO level (eV) = 0.7
- orbital gap (eV) = 9.45
- total charge = 0
- HOMO energy (Eh) = -0.323

Q.
Below is 2 unconnected molecules or ions with the total composition C5H10N2O, with properties calculated with ωB97M-V/def2-TZVPD.

Positions of all 18 atoms, in Å:
1 C 0.474 -1.887 -0.696
2 C -0.392 -0.642 -1.112
3 C -0.587 0.177 0.081
4 C -1.747 0.762 0.517
5 N -1.455 1.401 1.728
6 C -0.115 1.223 1.902
7 N 0.496 0.452 0.954
8 H -0.010 -2.462 0.111
9 H 1.433 -1.492 -0.320
10 H 0.680 -2.569 -1.538
11 H 0.157 -0.122 -1.920
12 H -1.318 -1.062 -1.550
13 H -2.759 0.769 0.113
14 H -2.088 2.058 2.190
15 H 0.364 1.648 2.784
16 O 2.594 0.819 -0.974
17 H 1.765 0.644 -0.475
18 H 2.509 0.282 -1.794

Results
- LUMO level (eV) = 0.7
- orbital gap (eV) = 9.63
- total charge = 0
- HOMO energy (Eh) = -0.328

R.
Below is C5H10N2O in the gas phase, with properties calculated with ωB97M-V/def2-TZVPD.

Positions of all 18 atoms, in Å:
1 N 1.180 -0.105 -2.812
2 C 1.078 -0.705 -1.527
3 C -0.036 -0.609 -0.795
4 N -1.181 0.065 -1.264
5 C -0.167 -1.150 0.606
6 C 0.280 -0.141 1.670
7 C -0.581 1.095 1.844
8 O -0.594 1.721 2.872
9 H 0.490 -0.510 -3.422
10 H 2.105 -0.135 -3.205
11 H 1.943 -1.194 -1.098
12 H -1.194 0.301 -2.255
13 H -2.056 -0.331 -0.966
14 H -1.183 -1.497 0.811
15 H 0.479 -2.022 0.729
16 H 0.316 -0.573 2.680
17 H 1.332 0.125 1.541
18 H -1.215 1.384 0.991

Results
- LUMO level (eV) = 0.8
- orbital gap (eV) = 8.51
- total charge = 0
- HOMO energy (Eh) = -0.282

S.
Below is a molecular structure, C5H10N2O, with properties calculated with ωB97M-V/def2-TZVPD.

Positions of all 18 atoms, in Å:
1 C -0.764 -0.911 0.339
2 C 1.673 -0.971 0.960
3 C -2.045 -0.832 -0.371
4 C 0.599 1.163 -0.109
5 C 0.589 -0.359 0.068
6 N -0.158 1.777 -1.048
7 N 1.411 1.873 0.605
8 O 0.372 -1.109 -1.068
9 H -0.859 -1.524 1.233
10 H -0.788 1.186 -1.579
11 H -0.046 2.738 -1.326
12 H 1.309 2.880 0.468
13 H 1.577 -0.611 1.986
14 H 1.611 -2.061 0.998
15 H 2.661 -0.747 0.555
16 H -2.453 -1.844 -0.498
17 H -2.763 -0.210 0.170
18 H -1.926 -0.438 -1.383

Results
- LUMO level (eV) = 0.5
- orbital gap (eV) = 9.46
- total charge = 0
- HOMO energy (Eh) = -0.331

Which of them is the most stable, and which is the least stable? Q and S, in that order.

P.
Below is C5H10N2O in the gas phase, with properties calculated with ωB97M-V/def2-TZVPD.

Positions of all 18 atoms, in Å:
1 H -1.295 0.555 -2.473
2 N -0.917 -0.170 -1.854
3 C -0.393 0.305 -0.796
4 C -0.461 1.985 -0.546
5 C 0.183 -0.441 0.360
6 C -0.439 -1.815 0.588
7 C 1.705 -0.502 0.274
8 N -0.160 0.544 1.564
9 O -1.310 0.470 1.969
10 H 0.584 2.297 -0.557
11 H -1.039 2.479 0.235
12 H -0.952 2.353 -1.451
13 H -1.529 -1.754 0.659
14 H -0.063 -2.262 1.514
15 H -0.207 -2.491 -0.242
16 H 2.143 0.493 0.142
17 H 2.025 -1.116 -0.575
18 H 2.125 -0.930 1.190

Results
- LUMO level (eV) = -0.3
- orbital gap (eV) = 8.91
- total charge = 0
- HOMO energy (Eh) = -0.338

Q.
Below is a molecular structure, C5H10N2O, with properties calculated with ωB97M-V/def2-TZVPD.

Positions of all 18 atoms, in Å:
1 C -2.636 -0.026 -0.032
2 C -0.607 -1.288 -0.336
3 C 1.895 -0.948 0.474
4 C 1.465 -0.049 -0.741
5 C 1.100 1.183 0.150
6 H -3.129 -0.655 1.135
7 H -3.300 -0.260 -0.913
8 H -2.605 1.370 0.427
9 H -1.005 -2.055 0.297
10 H 2.902 -1.507 0.296
11 H 1.366 -0.490 1.382
12 H 2.479 -0.150 -1.516
13 H 2.117 1.751 0.519
14 H 0.703 0.638 1.014
15 H -0.639 1.747 -0.585
16 N -1.172 -0.155 -0.380
17 N 0.767 -1.354 -0.747
18 O 0.298 2.247 -0.444

Results
- LUMO level (eV) = 0.7
- orbital gap (eV) = 10.05
- total charge = 0
- HOMO energy (Eh) = -0.345

Which of them is the most stable, and which is the least stable? P and Q, in that order.

P.
Below is C5H10N2O in the gas phase, with properties calculated with ωB97M-V/def2-TZVPD.

Positions of all 18 atoms, in Å:
1 C -1.042 1.506 -0.781
2 C -1.986 -0.830 -0.408
3 C 1.364 -0.011 0.723
4 C -0.828 0.042 -0.733
5 N 2.226 -1.043 1.039
6 C 0.443 -0.495 -0.783
7 O 1.597 0.213 -0.978
8 N 0.922 0.918 1.447
9 H 2.646 -0.990 1.953
10 H 2.849 -1.318 0.294
11 H 1.452 1.061 2.301
12 H 0.513 -1.581 -0.886
13 H -1.983 1.758 -1.274
14 H -0.190 2.020 -1.230
15 H -1.086 1.871 0.255
16 H -2.815 -0.644 -1.097
17 H -1.731 -1.891 -0.442
18 H -2.353 -0.590 0.600

Results
- LUMO level (eV) = 0.2
- orbital gap (eV) = 8.17
- total charge = 0
- HOMO energy (Eh) = -0.292

Q.
Below is C5H10N2O in the gas phase, with properties calculated with ωB97M-V/def2-TZVPD.

Positions of all 18 atoms, in Å:
1 C 1.907 -0.106 1.490
2 N 0.601 0.415 1.121
3 C -0.251 -0.375 0.398
4 C -0.601 -1.787 0.720
5 C -0.493 0.372 -0.732
6 C -1.620 0.421 -1.700
7 N 0.542 1.282 -0.643
8 O 0.103 2.581 -0.929
9 H 2.393 -0.704 0.710
10 H 2.550 0.740 1.734
11 H 1.786 -0.725 2.386
12 H -1.506 -2.083 0.188
13 H -0.779 -1.923 1.789
14 H 0.203 -2.466 0.420
15 H -1.275 0.694 -2.699
16 H -2.110 -0.553 -1.751
17 H -2.371 1.155 -1.396
18 H 0.922 3.062 -1.108

Results
- LUMO level (spin up / spin down) (eV) = 0.8 / 0.8
- orbital gap (spin up / spin down) (eV) = 8.62 / 8.62
- total charge = 0
- HOMO energy (spin up / spin down) (Eh) = -0.287 / -0.287

R.
Below is C5H10N2O in the gas phase, with properties calculated with ωB97M-V/def2-TZVPD.

Positions of all 18 atoms, in Å:
1 C -2.253 1.006 -0.586
2 C -1.675 -0.316 -0.168
3 C -1.285 -0.677 1.164
4 N -0.177 -0.139 0.267
5 N 0.604 -1.281 -0.170
6 C 1.850 -0.981 -0.382
7 C 2.630 0.335 -0.288
8 O 2.170 1.172 0.787
9 H -1.564 1.736 0.058
10 H -1.984 1.028 -1.726
11 H -3.331 1.127 -0.293
12 H -1.888 -1.079 -0.847
13 H -1.553 -0.060 1.973
14 H -1.359 -1.742 1.464
15 H 2.380 -1.934 -0.678
16 H 3.735 0.162 -0.106
17 H 2.460 0.726 -1.346
18 H 1.239 0.916 0.877

Results
- LUMO level (eV) = 1.0
- orbital gap (eV) = 10.32
- total charge = 0
- HOMO energy (Eh) = -0.341

Which of them is the most stable, and which is the least stable? P and Q, in that order.

P.
Below is a gas-phase ion, C3H7O2 (charge -1), with properties calculated with ωB97M-V/def2-TZVPD.

Positions of all 12 atoms, in Å:
1 C -1.760 -0.950 0.152
2 O -0.416 -0.828 -0.332
3 C 0.256 0.608 0.050
4 C 1.838 0.444 -0.266
5 O 0.058 1.085 1.246
6 H -2.599 -0.953 -0.646
7 H -1.911 -1.755 0.737
8 H -1.772 -0.029 0.767
9 H -0.199 1.232 -0.808
10 H 1.966 -0.034 -1.213
11 H 2.198 -0.289 0.454
12 H 2.341 1.469 -0.141

Results
- LUMO level (eV) = 4.6
- orbital gap (eV) = 7.43
- total charge = -1
- HOMO energy (Eh) = -0.104

Q.
Below is a gas-phase ion, C3H7O2 (charge -1), with properties calculated with ωB97M-V/def2-TZVPD.

Positions of all 12 atoms, in Å:
1 O 0.371 -1.061 -2.223
2 C 0.826 -0.693 -1.011
3 C -0.317 -0.278 -0.045
4 C 0.124 0.572 1.115
5 O -0.968 1.106 1.861
6 H 1.505 0.223 -1.055
7 H 1.495 -1.432 -0.484
8 H -1.055 0.263 -0.649
9 H -0.874 -1.170 0.259
10 H 0.815 -0.036 1.695
11 H 0.726 1.368 0.667
12 H -1.013 2.053 1.678

Results
- LUMO level (eV) = 3.7
- orbital gap (eV) = 5.75
- total charge = -1
- HOMO energy (Eh) = -0.076

R.
Below is 2 unconnected molecules or ions with the total composition C3H7O2, with properties calculated with ωB97M-V/def2-TZVPD.

Positions of all 12 atoms, in Å:
1 C -2.499 -1.283 -0.645
2 C -1.319 -0.537 -0.556
3 O -0.566 -0.423 0.484
4 H -3.106 -1.157 -1.554
5 H -2.851 -1.854 0.158
6 H -0.996 -0.054 -1.511
7 H 0.805 -0.041 -0.111
8 C 2.126 1.096 0.803
9 O 1.598 0.494 -0.425
10 H 1.987 2.191 0.776
11 H 1.610 0.683 1.693
12 H 3.210 0.888 0.890

Results
- LUMO level (eV) = 4.3
- orbital gap (eV) = 6.95
- total charge = -1
- HOMO energy (Eh) = -0.098

Which of them is the most stable, and which is the least stable? R and P, in that order.